(1)
The following is a quantum chemistry calculation of C23H20FN2S as an isolated structure in a non-equilibrium geometry, from the Open Molecules 2025 dataset.

Calculated values
Total energy   -40701.36006 eV
Net charge   +1
ΔE to the lowest compared entry with this formula, charge and spin   0.2926 eV

Structure (XYZ):
```
47
Properties=species:S:1:pos:R:3:forces:R:3
F 2.675 1.953 3.738 -0.1 -1.5 -0.4
C 2.463 0.652 3.322 0.0 0.3 0.8
C 3.567 -0.195 3.134 -0.9 -0.5 -0.1
C 3.313 -1.536 2.749 -0.4 1.0 0.3
C 1.994 -1.961 2.553 1.0 0.7 0.2
C 0.904 -1.116 2.767 1.1 1.3 1.3
C -0.420 -1.707 2.585 -0.2 -1.8 -1.3
C -1.586 -0.801 2.591 -0.7 0.5 -1.0
C -2.843 -1.366 2.883 0.2 -0.2 0.2
C -3.933 -0.564 3.192 -0.5 0.6 0.0
C -3.820 0.843 3.230 0.6 -0.3 0.2
C -2.605 1.428 2.818 0.1 -0.4 -0.3
C -1.535 0.622 2.362 -0.9 -0.7 0.7
C 1.132 0.223 3.275 0.5 -1.2 -0.5
H 4.569 0.148 3.371 -0.2 0.1 -0.3
H 4.141 -2.230 2.627 -0.2 0.2 0.0
H 1.804 -2.964 2.212 0.2 0.0 0.1
H -0.604 -2.742 2.979 0.0 1.8 0.7
H -2.930 -2.471 2.872 0.0 0.8 0.3
H -4.902 -1.012 3.426 0.4 0.0 0.0
H -4.657 1.469 3.611 0.7 -0.6 -0.5
H -2.473 2.519 2.849 -0.2 -0.6 -0.3
H -0.700 1.095 1.849 -0.1 -0.2 0.4
H 0.354 0.874 3.705 0.6 -0.5 -0.5
C 0.040 -8.482 -0.380 -0.1 0.2 -1.0
C -0.111 -7.150 -0.766 0.0 -0.4 0.9
C -0.235 -6.215 0.247 0.3 -0.1 -0.5
C -0.218 -6.529 1.603 0.1 -0.6 -0.7
C -0.084 -7.863 1.953 0.0 -0.8 0.0
C 0.027 -8.859 0.942 -0.1 1.0 1.2
S -0.283 -5.064 2.574 0.1 0.3 -0.1
C -0.214 -4.066 1.124 0.1 0.4 -2.0
N -0.058 -2.760 1.006 -1.6 0.7 1.2
C -0.178 -2.048 -0.282 1.0 0.0 0.0
C -0.864 -2.943 -1.309 0.0 0.7 0.2
C -0.203 -4.293 -1.339 -0.3 -0.2 0.0
N -0.249 -4.857 0.003 0.1 0.9 0.8
H 0.177 -9.214 -1.167 -0.1 -0.1 0.2
H -0.127 -6.832 -1.793 0.1 -0.2 -0.2
H -0.038 -8.163 2.995 -0.1 0.0 -0.1
H 0.109 -9.905 1.211 0.1 0.2 0.1
H -0.769 -1.131 -0.114 0.3 -0.4 0.0
H 0.866 -1.741 -0.601 -1.2 -0.3 0.3
H -1.924 -3.037 -1.011 0.4 -0.1 -0.3
H -0.805 -2.490 -2.297 -0.1 0.1 0.0
H -0.759 -4.950 -1.987 -0.3 -0.2 -0.2
H 0.807 -4.285 -1.748 0.2 0.2 0.3
```
Forces are in eV/Å.

***

(2)
The following is a quantum chemistry calculation of C23H20FeN2O8 as an isolated structure in a non-equilibrium geometry, from the Open Molecules 2025 dataset.

Calculated values
⟨S²⟩   6.007
Total energy   -77926.14517 eV
Net charge   -2
2S+1   5
ΔE to the lowest compared entry with this formula, charge and spin   0.0000 eV

Structure (XYZ):
```
54
Properties=species:S:1:pos:R:3:forces:R:3
Fe -0.046 0.395 -0.197 -0.2 -0.1 0.0
C -1.765 -2.324 -3.455 0.1 0.0 -0.1
O -1.526 -1.311 -4.418 0.0 0.2 0.2
C -0.391 -0.521 -4.346 0.0 -0.2 -0.2
C -0.013 0.022 -5.556 0.1 -0.1 0.1
C 1.110 0.843 -5.667 0.0 0.1 -0.1
C 1.861 1.093 -4.541 0.0 0.0 0.1
C 1.506 0.573 -3.290 -0.5 0.0 -0.4
C 2.372 0.839 -2.166 0.3 0.0 0.3
N 2.082 0.458 -0.982 -1.1 0.3 -0.2
N 2.960 0.577 0.038 0.7 0.3 0.5
C 2.465 -0.052 1.097 -0.4 -0.1 -0.8
O 1.378 -0.709 1.124 0.0 0.3 0.3
C 3.298 0.006 2.325 0.3 -0.1 0.5
C 4.391 0.864 2.445 -0.1 0.0 -0.1
C 5.133 0.897 3.613 0.1 0.0 0.1
C 4.803 0.071 4.682 -0.1 0.0 0.0
C 3.713 -0.783 4.572 0.1 0.0 0.1
C 2.966 -0.810 3.407 -0.1 0.1 -0.2
C 0.325 -0.237 -3.139 0.2 0.1 0.2
O -0.054 -0.709 -2.004 -0.5 0.1 0.1
H -2.607 -2.900 -3.848 0.0 0.0 0.0
H -2.012 -1.925 -2.476 0.0 0.1 0.0
H -0.899 -2.982 -3.340 0.0 0.0 0.0
H -0.615 -0.217 -6.426 0.0 0.0 0.0
H 1.378 1.272 -6.625 0.0 0.0 0.0
H 2.752 1.712 -4.608 0.0 0.0 0.0
H 3.325 1.345 -2.363 0.1 -0.2 0.0
H 4.632 1.506 1.609 0.0 0.0 0.0
H 5.972 1.578 3.706 0.0 0.0 0.0
H 5.382 0.103 5.598 0.0 0.0 0.0
H 3.443 -1.423 5.405 0.0 0.0 0.0
H 2.100 -1.450 3.300 0.0 0.0 0.0
O -3.609 2.788 -0.833 0.1 0.0 -0.1
C -2.821 1.908 -0.461 -0.2 0.0 0.3
O -1.674 1.656 -0.932 0.4 -0.2 -0.1
C -3.337 0.958 0.661 0.2 0.1 -0.3
C -3.179 -0.502 0.215 -0.3 0.0 0.1
C -4.046 -1.417 1.101 0.1 0.0 -0.1
C -3.214 -1.450 2.409 0.1 0.0 -0.1
C -2.047 -0.515 2.041 -0.2 0.0 0.3
O -1.859 -0.841 0.657 0.5 0.0 -0.2
C -2.545 0.937 2.008 0.3 0.2 0.0
C -1.394 1.974 2.124 -0.4 0.0 0.1
O -1.616 2.956 2.842 0.1 -0.1 0.0
O -0.318 1.704 1.511 0.3 -0.4 -0.4
H -4.382 1.220 0.816 0.0 0.0 0.1
H -3.266 -0.662 -0.857 0.1 0.0 0.0
H -5.050 -1.014 1.235 0.0 0.0 0.0
H -4.130 -2.413 0.660 0.0 0.0 0.0
H -3.767 -1.098 3.280 0.0 0.0 0.0
H -2.839 -2.454 2.611 0.0 0.0 0.0
H -1.118 -0.676 2.585 0.0 0.0 -0.1
H -3.207 1.138 2.850 -0.1 0.0 0.0
```
Forces are in eV/Å.

***

(3)
The following is a quantum chemistry calculation of C23H20IN5ORu as an isolated structure, from the Open Molecules 2025 dataset.

Calculated values
⟨S²⟩   8.802
Total energy   -44347.24868 eV
Net charge   +1
2S+1   6

Structure (XYZ):
```
51
Properties=species:S:1:pos:R:3:forces:R:3
Ru -0.366 0.698 0.772 0.3 -0.2 0.1
C 1.981 5.611 1.332 0.0 0.0 0.0
C 2.558 4.666 2.169 0.0 0.0 0.0
C 2.417 3.314 1.902 -0.1 0.1 -0.1
C 1.690 2.911 0.785 0.0 0.2 0.0
C 1.099 3.854 -0.050 0.1 0.0 0.1
C 1.253 5.205 0.222 0.0 0.0 0.0
N 1.504 1.536 0.508 0.0 -0.2 0.0
C 2.552 0.716 0.350 0.0 -0.1 -0.1
C 3.903 1.124 0.217 0.1 -0.1 0.0
C 4.876 0.177 0.028 -0.1 0.1 0.0
C 4.530 -1.183 -0.045 0.0 0.0 0.0
C 3.216 -1.611 0.040 -0.1 0.1 0.0
C 2.213 -0.673 0.245 0.1 0.0 0.0
N 0.858 -0.939 0.329 -0.1 -0.2 -0.1
N 0.557 -2.225 0.123 -0.1 0.0 0.0
C -0.685 -2.453 -0.388 0.1 -0.1 0.0
C -1.126 -3.791 -0.429 0.0 0.0 0.0
C -2.339 -4.071 -1.008 0.0 0.0 0.0
C -3.084 -3.023 -1.552 0.0 0.0 0.0
C -2.570 -1.742 -1.469 0.0 0.0 0.0
N -1.409 -1.440 -0.894 0.0 0.1 0.0
H 2.101 6.664 1.543 0.0 0.0 0.0
H 3.121 4.981 3.036 0.0 0.0 0.0
H 2.850 2.572 2.560 0.0 0.0 0.0
H 0.549 3.525 -0.921 0.0 0.0 0.0
H 0.812 5.939 -0.438 0.0 0.0 0.0
H 4.144 2.176 0.242 0.0 0.0 0.0
H 5.908 0.474 -0.082 0.0 0.0 0.0
H 5.311 -1.917 -0.187 0.0 0.0 0.0
H 2.959 -2.655 -0.049 0.0 0.0 0.0
H -0.493 -4.558 -0.008 0.0 0.0 0.0
H -2.701 -5.089 -1.056 0.0 0.0 0.0
H -4.029 -3.197 -2.043 0.0 0.0 0.0
H -3.120 -0.913 -1.902 0.0 0.0 0.0
I -2.244 1.989 -1.145 -0.2 0.1 -0.2
C -3.257 0.833 0.268 -0.1 0.0 0.1
C -4.635 0.764 0.342 0.1 0.0 0.0
C -5.179 -0.053 1.322 0.0 0.0 0.0
C -4.339 -0.751 2.177 0.0 0.0 0.0
C -2.971 -0.614 2.030 0.0 -0.1 0.0
N -2.443 0.166 1.084 0.1 0.1 0.0
H -5.254 1.328 -0.340 0.0 0.0 0.0
H -6.252 -0.142 1.416 0.0 0.0 0.0
H -4.734 -1.392 2.952 0.0 0.0 0.0
H -2.267 -1.132 2.668 0.0 0.0 0.0
C -1.497 2.892 2.462 -0.1 0.2 0.1
O -0.612 1.825 2.225 0.0 0.1 0.0
H -1.012 3.583 3.156 -0.1 0.0 0.0
H -2.418 2.515 2.919 0.0 0.1 0.0
H -1.737 3.431 1.542 0.0 0.0 0.0
```
Forces are in eV/Å.

***

(4)
The following is a quantum chemistry calculation of C23H20N3Pt as an isolated structure, from the Open Molecules 2025 dataset.

Calculated values
⟨S²⟩   2.009
Total energy   -31886.56785 eV
Net charge   +1
2S+1   3
ΔE to the lowest compared entry with this formula, charge and spin   0.0000 eV

Structure (XYZ):
```
47
Properties=species:S:1:pos:R:3:forces:R:3
Pt -0.764 0.089 -0.418 0.0 0.0 0.0
C -2.514 2.873 0.103 0.0 0.0 0.0
C -1.167 3.194 -0.458 0.0 0.0 0.0
C -0.706 4.500 -0.559 0.0 0.0 0.0
C 0.566 4.745 -1.038 0.0 0.0 0.0
C 1.360 3.676 -1.424 0.0 0.0 0.0
C 0.853 2.396 -1.320 0.0 0.0 0.0
N -0.396 2.165 -0.840 0.0 0.0 0.0
C 1.628 1.199 -1.731 0.0 0.0 0.0
C 2.806 1.191 -2.462 0.0 0.0 0.0
C 3.371 -0.034 -2.790 0.0 0.0 0.0
C 2.765 -1.223 -2.408 0.0 0.0 0.0
C 1.587 -1.158 -1.678 0.0 0.0 0.0
N 1.085 0.037 -1.363 -0.1 0.0 0.0
C 0.773 -2.308 -1.214 0.0 0.0 0.0
C 1.248 -3.605 -1.234 0.0 0.0 0.0
C 0.419 -4.629 -0.806 0.0 0.0 0.0
C -0.857 -4.325 -0.371 0.0 0.0 0.0
C -1.285 -3.004 -0.353 0.0 0.0 0.0
C -2.639 -2.612 0.139 0.0 0.0 0.0
N -0.477 -2.019 -0.773 0.0 0.0 0.0
H -3.168 3.741 0.080 0.0 0.0 0.0
H -2.404 2.548 1.140 0.0 0.0 0.0
H -2.978 2.060 -0.458 0.0 0.0 0.0
H -1.352 5.312 -0.257 0.0 0.0 0.0
H 0.942 5.756 -1.110 0.0 0.0 0.0
H 2.362 3.840 -1.790 0.0 0.0 0.0
H 3.269 2.110 -2.787 0.0 0.0 0.0
H 4.284 -0.063 -3.368 0.0 0.0 0.0
H 3.195 -2.172 -2.692 0.0 0.0 0.0
H 2.254 -3.814 -1.569 0.0 0.0 0.0
H 0.769 -5.652 -0.812 0.0 0.0 0.0
H -1.530 -5.103 -0.040 0.0 0.0 0.0
H -3.272 -3.484 0.288 0.0 0.0 0.0
H -3.121 -1.942 -0.575 0.0 0.0 0.0
H -2.543 -2.082 1.089 0.0 0.0 0.0
C -0.273 -0.304 4.415 0.0 0.0 0.0
C 0.817 -0.489 3.578 0.0 0.0 0.0
C 0.671 -0.365 2.201 0.0 0.0 0.0
C -0.566 -0.051 1.649 0.0 0.0 0.0
C -1.658 0.133 2.493 0.0 0.0 0.0
C -1.511 0.005 3.870 0.0 0.0 0.0
H -0.160 -0.401 5.487 0.0 0.0 0.0
H 1.787 -0.730 3.996 0.0 0.0 0.0
H 1.537 -0.516 1.563 0.0 0.0 0.0
H -2.639 0.368 2.091 0.0 0.0 0.0
H -2.368 0.147 4.517 0.0 0.0 0.0
```
Forces are in eV/Å.

***

What is the formula in the third record? C23H20IN5ORu

***

What is the total energy in the second record? -77926.14517 eV

***

Which of these has the lowest net charge? C23H20FeN2O8